Record 1
Here is 7 unconnected molecules or ions with the total composition C14H42O7 in a non-equilibrium geometry from the Open Molecules 2025 dataset. Energies are from ωB97M-V with the def2-TZVPD basis set.

As for the multiplicity: 2. For the gap between HOMO and LUMO (spin up / spin down), the calculation gives 9.01 / 2.37 eV. The energy above the lowest of the compared OMol25 structures with the same formula, charge and spin is 2.5164 eV. As for the energy: -29518.1045 eV. The total charge is +1. For the HOMO energy (spin up / spin down), the calculation gives -11.77 / -11.77 eV. As for the expectation value of S²: 0.75.

Each line ends with the natural charge from an NBO analysis.
Geometry (Å):
C -0.889 -2.641 -4.762  -0.6529
C -0.969 -1.566 -3.613  -0.1279
O -0.972 -2.155 -2.358  -0.2379
H -0.584 -2.228 -5.724  0.2582
H -1.809 -3.215 -4.881  0.2498
H -0.193 -3.458 -4.572  0.2521
H -1.738 -0.807 -3.753  0.2991
H -0.028 -1.021 -3.538  0.2478
H -0.598 -1.464 -1.806  0.5318
C 0.375 0.799 1.266  -0.6579
C -0.460 0.653 0.027  -0.0755
O -0.846 -0.615 -0.102  -0.6848
H -0.124 1.477 1.958  0.2318
H 1.424 1.045 1.104  0.2359
H 0.288 -0.078 1.908  0.2329
H 0.171 0.858 -0.837  0.1619
H -1.298 1.333 -0.131  0.1839
H -1.527 -0.786 0.553  0.5243
C -4.213 -2.251 -0.909  -0.6347
C -4.570 -1.356 0.358  -0.0621
O -3.451 -1.070 1.138  -0.7490
H -4.977 -2.162 -1.681  0.2288
H -4.016 -3.289 -0.640  0.2268
H -3.246 -1.998 -1.342  0.1860
H -5.296 -1.773 1.055  0.1742
H -5.063 -0.414 0.115  0.1610
H -3.908 -0.832 1.948  0.4863
C 3.462 -0.801 -1.815  -0.6441
C 3.482 0.044 -3.090  -0.0502
O 4.318 -0.387 -4.202  -0.7211
H 3.478 -1.872 -2.017  0.2217
H 2.614 -0.509 -1.195  0.2008
H 4.413 -0.554 -1.342  0.2311
H 3.749 1.076 -2.862  0.1709
H 2.507 0.129 -3.571  0.1245
H 3.868 -0.124 -5.008  0.4692
C 2.073 2.835 4.679  -0.6168
C 2.733 2.279 5.914  -0.0729
O 2.864 0.879 5.775  -0.7352
H 1.850 3.882 4.883  0.2158
H 1.105 2.356 4.528  0.1984
H 2.642 2.772 3.752  0.2009
H 1.975 2.498 6.667  0.1632
H 3.665 2.831 6.040  0.1721
H 3.343 0.546 6.537  0.4773
C -4.285 2.154 -2.156  -0.6407
C -5.481 2.142 -1.166  -0.0593
O -6.399 3.120 -1.568  -0.7053
H -4.049 1.119 -2.402  0.1835
H -3.457 2.661 -1.660  0.1972
H -4.514 2.719 -3.060  0.2359
H -5.125 2.309 -0.149  0.1585
H -5.877 1.129 -1.239  0.1600
H -6.253 3.886 -1.008  0.4734
C 4.158 -2.028 2.078  -0.6371
C 4.633 -0.557 1.932  -0.0471
O 5.216 -0.029 3.044  -0.7064
H 3.535 -2.089 2.970  0.2001
H 4.985 -2.718 2.245  0.2164
H 3.641 -2.360 1.178  0.1971
H 3.783 0.099 1.746  0.1364
H 5.364 -0.634 1.127  0.1696
H 4.498 0.209 3.635  0.4726


Record 2
Here is 7 unconnected molecules or ions with the total composition C14H44N2O7 in a non-equilibrium geometry from the Open Molecules 2025 dataset. Energies are from ωB97M-V with the def2-TZVPD basis set.

For the gap between HOMO and LUMO, the calculation gives 9.46 eV. The energy above the lowest of the compared OMol25 structures with the same formula, charge and spin is 2.5197 eV. As for the energy: -32540.6187 eV. The total charge is 0. As for the SMILES: COC[C@H](C)N.COC[C@H](C)N.CCO.CCO.CCO.O.O. For the HOMO energy, the calculation gives -9.20 eV.

Each line ends with the natural charge from an NBO analysis.
Geometry (Å):
C -3.365 -2.948 7.572  -0.2539
O -4.149 -1.959 6.919  -0.5387
C -3.705 -0.631 7.026  -0.0852
C -2.291 -0.251 6.488  -0.0863
C -1.680 1.024 7.077  -0.6170
N -2.299 -0.215 5.068  -0.8110
H -3.153 -2.616 8.588  0.1645
H -2.382 -3.151 7.147  0.1653
H -3.884 -3.906 7.571  0.1968
H -4.511 0.000 6.652  0.1892
H -3.811 -0.370 8.079  0.1565
H -1.630 -1.104 6.640  0.1877
H -1.643 1.047 8.166  0.2156
H -2.218 1.916 6.759  0.2021
H -0.668 1.143 6.689  0.2228
H -2.935 -0.958 4.818  0.3542
H -2.802 0.620 4.802  0.3378
C 0.238 -0.786 -8.056  -0.2445
O -0.347 -1.624 -7.098  -0.5472
C 0.548 -2.355 -6.284  -0.0636
C -0.177 -3.099 -5.209  -0.0744
C -1.114 -2.324 -4.274  -0.6099
N 0.749 -3.936 -4.449  -0.8075
H -0.457 -0.097 -8.537  0.1937
H 0.562 -1.455 -8.854  0.1616
H 1.089 -0.222 -7.675  0.1668
H 1.057 -2.995 -7.004  0.1618
H 1.365 -1.789 -5.838  0.1535
H -0.866 -3.751 -5.746  0.1804
H -1.974 -1.952 -4.831  0.2253
H -0.538 -1.518 -3.820  0.1916
H -1.401 -2.907 -3.399  0.2237
H 1.515 -4.240 -5.034  0.3474
H 1.303 -3.354 -3.836  0.3411
C 2.517 5.262 -4.831  -0.6338
C 2.067 5.040 -3.366  -0.0525
O 3.174 4.871 -2.486  -0.7356
H 1.714 5.280 -5.568  0.2158
H 3.191 4.478 -5.175  0.2089
H 3.149 6.150 -4.819  0.2124
H 1.457 4.140 -3.281  0.1544
H 1.472 5.900 -3.058  0.1546
H 2.924 4.415 -1.679  0.4756
C 5.985 -4.373 0.619  -0.6270
C 6.306 -2.893 0.411  -0.0512
O 5.515 -2.446 -0.601  -0.7096
H 6.403 -4.715 1.566  0.2069
H 6.348 -4.942 -0.237  0.2078
H 4.907 -4.529 0.652  0.2150
H 7.328 -2.677 0.100  0.1461
H 6.224 -2.339 1.346  0.1451
H 6.051 -1.763 -1.011  0.4670
C -6.459 2.523 -1.164  -0.6277
C -5.144 3.144 -0.848  -0.0578
O -5.172 3.550 0.476  -0.7156
H -6.357 2.063 -2.147  0.2086
H -7.203 3.319 -1.127  0.1969
H -6.655 1.743 -0.428  0.2149
H -4.977 4.014 -1.484  0.1497
H -4.292 2.465 -0.887  0.1747
H -5.792 4.280 0.540  0.4563
O 5.384 2.450 5.766  -0.9357
H 5.196 1.989 6.584  0.4654
H 4.728 2.124 5.151  0.4703
O 2.136 1.011 1.708  -0.9407
H 2.168 0.323 1.043  0.4696
H 1.277 0.907 2.119  0.4707


Record 3
Here is 7 unconnected molecules or ions with the total composition C14H44N2O7 in a non-equilibrium geometry from the Open Molecules 2025 dataset. Energies are from ωB97M-V with the def2-TZVPD basis set.

For the gap between HOMO and LUMO, the calculation gives 8.84 eV. The energy above the lowest of the compared OMol25 structures with the same formula, charge and spin is 0.6615 eV. As for the energy: -32542.4769 eV. The total charge is 0. As for the SMILES: COC[C@H](C)N.COC[C@H](C)N.CCO.CCO.CCO.O.O. For the HOMO energy, the calculation gives -8.43 eV.

Each line ends with the natural charge from an NBO analysis.
Geometry (Å):
C -14.100 -4.415 -22.105  -0.2422
O -13.868 -5.618 -21.415  -0.5491
C -13.024 -5.477 -20.274  -0.0715
C -13.657 -6.143 -19.083  -0.0692
C -15.003 -5.503 -18.728  -0.6212
N -12.745 -6.074 -17.899  -0.8731
H -14.626 -3.667 -21.486  0.1620
H -14.754 -4.619 -22.951  0.1894
H -13.169 -3.943 -22.447  0.1627
H -12.093 -6.041 -20.498  0.1732
H -12.665 -4.461 -20.095  0.1820
H -13.813 -7.219 -19.268  0.1554
H -14.930 -4.408 -18.783  0.2080
H -15.278 -5.631 -17.673  0.2105
H -15.816 -5.848 -19.363  0.2066
H -11.813 -6.394 -18.136  0.3816
H -13.158 -6.654 -17.179  0.3793
C -9.399 -8.316 -14.593  -0.2443
O -8.947 -8.846 -13.397  -0.5517
C -8.255 -7.896 -12.606  -0.0710
C -7.913 -8.534 -11.270  -0.0692
C -6.883 -9.642 -11.346  -0.6238
N -9.171 -9.013 -10.610  -0.8376
H -10.027 -7.431 -14.415  0.1788
H -10.046 -9.053 -15.076  0.1878
H -8.604 -8.073 -15.313  0.1515
H -7.361 -7.576 -13.161  0.1680
H -8.909 -7.028 -12.440  0.1770
H -7.583 -7.702 -10.634  0.1820
H -7.227 -10.442 -12.004  0.2140
H -6.680 -10.039 -10.352  0.2114
H -5.946 -9.271 -11.774  0.2088
H -9.947 -8.896 -11.254  0.3670
H -9.102 -10.013 -10.456  0.3488
C -9.147 -5.801 -17.907  -0.6355
C -9.033 -7.254 -18.329  -0.0637
O -10.336 -7.904 -18.278  -0.7795
H -9.528 -5.734 -16.883  0.2159
H -9.801 -5.199 -18.535  0.2134
H -8.144 -5.367 -17.888  0.2104
H -8.377 -7.784 -17.634  0.1669
H -8.653 -7.314 -19.355  0.1630
H -10.161 -8.780 -17.895  0.4969
C -11.304 -11.051 -19.149  -0.6454
C -11.134 -11.020 -17.661  -0.0704
O -9.834 -10.491 -17.286  -0.7471
H -10.361 -11.358 -19.611  0.2071
H -11.520 -10.059 -19.548  0.2283
H -12.074 -11.750 -19.476  0.2180
H -11.189 -12.038 -17.266  0.1696
H -11.888 -10.421 -17.174  0.1798
H -9.214 -11.207 -17.452  0.4793
C -16.558 -8.357 -17.371  -0.6496
C -15.733 -9.547 -17.889  -0.0738
O -15.027 -10.243 -16.831  -0.7521
H -16.095 -7.823 -16.548  0.2184
H -17.564 -8.712 -17.127  0.2061
H -16.713 -7.646 -18.188  0.2279
H -14.922 -9.149 -18.504  0.1815
H -16.366 -10.225 -18.456  0.1759
H -15.645 -10.774 -16.318  0.4768
O -13.409 -8.082 -15.736  -0.9738
H -12.596 -8.604 -15.765  0.4839
H -14.062 -8.599 -16.234  0.5007
O -12.395 -7.658 -13.155  -0.9695
H -12.991 -7.924 -12.449  0.4654
H -12.941 -7.643 -13.959  0.4930